DFT (wB97M-V/def2-TZVPD) results for one molecule with the formula C19H25F2N3O3.

Last column: natural (NBO) charge in e.
Geometry (Å):
F1 -1.994 3.031 2.072  -0.322
F2 -3.152 3.061 -0.418  -0.313
O1 2.806 -2.038 1.618  -0.643
O2 -4.960 -1.298 0.534  -0.527
O3 -0.365 -0.268 -1.979  -0.646
N1 -0.770 -1.496 -0.130  -0.441
N2 4.442 -0.671 0.948  -0.610
N3 2.676 0.864 -0.582  -0.448
C1 4.977 0.437 0.191  -0.234
C2 -2.188 -1.170 -0.206  -0.062
C3 4.046 0.698 -0.998  -0.217
C4 1.529 -1.287 -0.948  -0.500
C5 0.112 2.601 1.106  -0.292
C6 -1.828 2.851 -0.290  0.300
C7 -1.052 2.646 -1.416  -0.240
C8 -0.348 -2.501 0.822  -0.434
C9 0.046 -0.986 -1.083  0.701
C10 0.896 2.394 -0.020  -0.039
C11 -3.064 -2.378 -0.552  -0.432
C12 2.372 2.110 0.098  -0.234
C13 3.161 -1.082 0.951  0.672
C14 -2.720 -0.528 1.078  -0.432
C15 0.304 2.421 -1.277  -0.164
C16 -4.518 -1.908 -0.655  -0.064
C17 2.158 -0.316 0.084  -0.137
C18 -4.191 -0.163 0.860  -0.067
C19 -1.244 2.834 0.969  0.375
H1 -2.146 0.363 1.327  0.215
H2 1.985 -1.103 -1.920  0.239
H3 4.369 1.585 -1.544  0.212
H4 2.668 2.108 1.160  0.173
H5 5.045 1.333 0.823  0.185
H6 -2.749 -2.815 -1.500  0.216
H7 -1.098 -2.587 1.603  0.209
H8 -4.629 0.243 1.774  0.196
H9 -4.273 0.589 0.062  0.165
H10 -1.519 2.647 -2.386  0.238
H11 1.705 -2.320 -0.655  0.236
H12 -2.660 -1.226 1.914  0.199
H13 -2.266 -0.439 -1.019  0.245
H14 -5.188 -2.753 -0.823  0.193
H15 5.983 0.185 -0.154  0.207
H16 1.364 0.005 0.768  0.244
H17 0.908 2.235 -2.148  0.233
H18 -0.243 -3.478 0.340  0.191
H19 -2.990 -3.135 0.230  0.200
H20 0.536 2.585 2.099  0.227
H21 4.089 -0.160 -1.675  0.202
H22 5.066 -1.182 1.557  0.408
H23 0.600 -2.245 1.294  0.244
H24 2.926 2.906 -0.408  0.213
H25 -4.613 -1.202 -1.496  0.159

Cartesian forces, eV/Å:
-0.034 -0.036 -0.219
0.136 -0.025 0.130
-0.159 -0.200 0.108
-0.149 -0.092 0.100
0.043 0.071 -0.425
-0.323 0.119 0.145
0.490 -0.020 0.110
0.017 0.157 -0.061
-0.120 0.334 -0.328
-0.233 0.070 0.004
0.315 -0.029 0.212
-0.066 -0.013 0.039
-0.172 0.037 -0.104
0.069 0.023 0.057
-0.057 0.102 0.215
0.197 -0.177 0.054
0.346 -0.123 -0.103
-0.088 0.119 0.067
-0.139 0.380 -0.023
-0.042 0.012 -0.006
-0.131 0.081 0.108
-0.222 -0.009 -0.301
-0.003 0.146 0.161
0.138 -0.310 -0.145
-0.122 -0.287 -0.110
0.244 0.147 0.256
-0.008 0.038 -0.028
0.046 0.045 0.025
-0.050 -0.029 0.048
0.009 -0.052 -0.018
0.012 0.081 -0.049
0.059 -0.046 -0.118
0.023 -0.053 -0.047
-0.014 -0.012 0.015
0.049 0.061 -0.100
-0.015 -0.004 0.052
-0.102 -0.012 -0.104
-0.016 -0.016 0.018
0.019 -0.003 0.073
-0.049 -0.143 0.183
0.058 0.086 -0.087
-0.065 0.042 0.017
0.137 -0.088 0.014
0.049 -0.082 -0.121
0.005 -0.047 0.097
0.011 -0.084 0.015
0.037 -0.010 0.125
0.088 0.025 -0.050
-0.197 -0.020 -0.014
-0.050 -0.063 -0.003
0.059 -0.040 0.088
-0.027 -0.051 0.029

Computed properties:
- ΔE to the lowest compared entry with this formula, charge and spin (kcal per mole) = 0.0
- E_LUMO (eV) = 0.6
- largest force on an atom (eV/Å) = 0.50
- Kohn-Sham gap (eV) = 9.2
- structure (SMILES) = CN(C(=O)C[C@H]1C(=O)NCCN1Cc1ccc(F)c(F)c1)C1CCOCC1